{
  "formula": "C9H9N3O",
  "method": "ωB97M-V with the def2-TZVPD basis set",
  "elements": ["C", "C", "C", "H", "C", "C", "N", "H", "C", "N", "H", "H", "H", "C", "O", "C", "C", "N", "H", "H", "H", "H"],
  "coordinates": [[4.0421, 0.2553, -0.0608], [-2.4218, -0.2400, -0.2367], [-0.1642, -0.8581, 0.1227], [1.8084, 2.0232, -0.4110], [2.1843, -1.5412, -0.3128], [2.6272, -0.1523, -0.1446], [-1.5452, -1.1563, 0.5483], [4.3123, 1.1654, -0.8042], [1.6437, 0.9570, -0.0202], [-2.3514, 1.0962, -0.4771], [4.4042, 0.6118, 0.8552], [-3.5882, -1.5177, 0.5491], [2.7186, -2.5937, -0.5224], [0.7069, -1.7879, 0.1900], [-0.4136, 2.6081, 0.4071], [-0.8943, 1.4667, 0.0275], [0.2635, 0.5290, 0.0969], [-3.7078, -0.8548, -0.2980], [-1.9048, -2.1955, 0.6126], [0.5957, -2.9035, 0.4344], [-4.2797, -0.0850, -0.2225], [4.5487, -0.7376, -0.1313]],
  "forces_ev_per_a": [[1.173, -0.169, -2.981], [-1.635, 0.248, 2.377], [-2.684, 2.638, 2.680], [0.125, -1.745, 1.391], [-2.429, 0.916, 2.791], [-2.177, -0.646, -0.154], [-0.418, 1.716, -2.871], [-0.324, -2.563, 1.189], [-2.695, -2.691, -1.474], [5.032, -2.990, 2.008], [-0.277, 0.631, 1.756], [-1.863, 1.622, -1.880], [-0.487, 3.156, 0.630], [7.868, -5.435, -2.378], [-4.300, -3.178, -1.767], [2.048, 4.698, 0.813], [-0.273, -1.101, -1.632], [4.263, -2.331, 1.082], [1.507, 2.792, -0.772], [-0.581, 1.854, -0.510], [-2.535, 1.437, 0.556], [0.664, 1.141, -0.857]],
  "nbo_charge": [-0.646, 0.594, 0.087, 0.267, -0.198, -0.026, -0.638, 0.223, -0.153, -0.524, 0.231, 0.373, 0.241, -0.208, -0.567, 0.626, -0.132, -0.793, 0.408, 0.216, 0.394, 0.223],
  "homo_ha": -0.32477,
  "lumo_ha": -0.008,
  "smiles": "Cc1ccc2[nH]c(N)nc(=O)c2c1",
  "e_above_lowest_kcal_mol": 109.4,
  "orbital_gap_ha": 0.317,
  "total_charge": 0
}